53
Properties=species:S:1:pos:R:3:forces:R:3 method="wB97M-V/def2-TZVPD" lumo_ev="-0.28 / -0.41" gap_ev="5.882 / 6.494" spin_multiplicity=5
Cr 0.262876 -0.011342 -0.863369 0.25 0.62 0.27
I -2.583252 3.851876 -2.800114 0.04 0.15 0.02
C -2.827534 1.799190 -2.897306 -0.33 -0.12 -0.19
C -3.965727 1.257959 -3.537912 0.17 0.27 0.09
C -4.155362 -0.087634 -3.640847 0.13 -0.18 0.06
I -5.855996 -0.792590 -4.613833 -0.07 -0.03 -0.04
C -3.194736 -0.982085 -3.096294 -0.02 -0.06 0.01
C -3.261711 -2.395307 -3.147323 -0.28 0.20 -0.17
C -2.273362 -3.149683 -2.600818 0.44 -0.10 0.24
C -1.186343 -2.509857 -1.969872 -0.26 -0.46 -0.14
N -1.097047 -1.208381 -1.891064 -0.11 0.26 -0.08
C -2.074698 -0.429887 -2.450921 0.01 0.13 0.00
C -1.862690 0.989513 -2.341187 0.00 -0.37 0.01
O -0.783668 1.401855 -1.741252 0.04 0.04 -0.22
H -4.697399 1.934311 -3.959051 0.03 0.03 0.02
H -4.106969 -2.867137 -3.631946 0.01 0.02 0.01
H -2.308129 -4.229573 -2.633953 0.01 0.01 0.01
H -0.392253 -3.086248 -1.511366 -0.01 0.00 -0.01
C 0.515808 1.228153 4.548894 -0.06 -0.02 0.28
Si 0.830617 1.366766 2.717046 -0.11 -0.17 -0.19
C 0.445048 3.107808 2.169217 -0.03 0.28 -0.06
C 2.666705 1.098943 2.465836 0.25 -0.06 0.03
As -0.644874 -0.008372 1.571389 -0.21 -0.09 0.31
Si 0.517539 -1.985237 1.646751 -0.04 0.20 -0.25
C -0.675096 -3.391744 1.301472 -0.15 -0.21 -0.02
C 1.829416 -2.015760 0.247312 -0.01 0.08 -0.06
C 1.446357 -2.445004 3.195382 0.17 -0.09 0.21
H 1.114816 1.949443 5.115220 -0.03 -0.04 -0.01
H 0.760903 0.223181 4.903355 -0.01 0.04 0.02
H -0.540426 1.404811 4.764317 0.03 0.00 0.03
H 0.898448 3.841392 2.843823 -0.02 0.01 -0.05
H -0.634600 3.274135 2.153727 0.03 0.03 0.01
H 0.821235 3.289057 1.158056 -0.03 0.01 0.03
H 3.224285 1.882094 2.992491 -0.01 -0.04 -0.04
H 2.928518 1.131417 1.408729 0.03 0.02 -0.05
H 2.992994 0.137288 2.867933 0.03 0.06 -0.02
H -1.544528 -3.050405 0.736497 0.02 -0.03 -0.01
H -1.046719 -3.786925 2.251353 -0.01 0.02 -0.05
H -0.200265 -4.218238 0.761248 -0.04 0.00 0.05
H 1.527642 -1.581862 -0.727066 0.14 -0.27 -0.12
H 2.144019 -3.029953 -0.018529 0.06 0.02 0.07
H 2.703060 -1.431951 0.545838 0.03 -0.05 0.01
H 0.766044 -2.472403 4.050464 0.02 -0.01 -0.04
H 2.246283 -1.740583 3.426962 -0.01 -0.05 0.02
H 1.889316 -3.439931 3.077954 0.01 0.03 0.06
N 1.356659 3.135037 -1.760235 0.00 -0.04 -0.10
C 2.287731 2.233674 -1.420373 -0.07 -0.01 0.22
N 3.591459 2.539262 -1.620477 0.07 0.04 -0.04
O 2.006219 1.131750 -0.900199 -0.12 -0.10 -0.19
H 1.603618 3.940895 -2.307024 0.00 -0.01 0.03
H 0.388723 2.810437 -1.783820 0.02 0.01 0.02
H 3.882925 3.473709 -1.842150 -0.01 0.00 0.03
H 4.264108 1.914118 -1.212964 0.00 0.02 0.01

=====

8
Properties=species:S:1:pos:R:3:forces:R:3 method="wB97M-V/def2-TZVPD" charge=-1 lumo_ev="3.68 / 3.35" gap_ev="8.633 / 6.494" de_lowest_ev=2.5388
N -0.308155 -1.037526 -0.997559 -2.52 -0.31 0.13
O -0.195038 1.664122 1.578852 1.51 -0.98 -0.97
O 1.367368 -0.133459 2.108800 0.85 -0.75 0.41
O 2.005848 1.556796 0.363855 -0.11 -0.38 0.42
O -1.691333 -0.942015 -1.481799 2.00 0.08 -0.48
S 0.956403 0.801114 1.080612 -2.35 2.11 -0.06
H 0.200965 -0.995691 -1.893252 -0.40 0.27 0.05
H -2.336057 -0.913342 -0.759509 1.03 -0.05 0.51

=====

31
Properties=species:S:1:pos:R:3:forces:R:3 method="wB97M-V/def2-TZVPD" charge=+1 lumo_ev=-3.26 gap_ev=7.694 de_lowest_ev=2.6670
Rb -2.236494 -1.291522 1.621862 0.23 0.11 -0.02
C 3.524506 -0.161148 -3.156680 -0.09 0.00 -0.14
S 2.011245 0.615552 -2.384926 0.45 -0.58 1.41
O 1.175697 -0.459053 -1.706180 0.51 0.74 -1.15
C 1.138934 1.345164 -3.783667 -0.09 -0.59 0.13
H 3.999870 -0.781115 -2.396581 -0.30 0.28 0.41
H 4.232028 0.626786 -3.414914 -0.20 0.26 0.15
H 3.477730 -0.820841 -4.023110 -0.88 0.15 -0.16
H 1.717969 2.222950 -4.070587 0.31 -0.42 -0.58
H 0.180087 1.766156 -3.481228 0.01 -0.36 0.50
H 0.958536 0.540608 -4.496584 0.17 0.49 -0.49
C 2.638272 -4.424896 2.264981 0.22 -0.15 0.50
S 1.435633 -4.576782 3.680711 0.75 0.73 -0.42
O 0.717615 -3.221912 3.733297 -0.04 -1.99 -0.76
C 0.497521 -6.011366 2.940226 -0.72 0.92 -0.01
H 3.364412 -5.237212 2.234182 -0.31 -0.42 0.37
H 3.259389 -3.551685 2.464516 -0.42 0.24 0.02
H 2.188766 -4.385993 1.272737 -0.38 0.27 0.23
H -0.525426 -6.043967 3.315203 -0.10 0.59 0.02
H 0.855410 -6.987452 3.267769 0.84 0.30 -0.16
H 0.490067 -5.863554 1.860325 -0.05 -0.39 0.06
C -2.954083 4.941247 -0.727925 0.08 0.24 -0.66
S -4.368061 3.985440 0.044484 2.86 -0.53 1.16
O -3.842496 2.551039 0.209667 -0.79 1.55 -0.25
C -4.044759 4.833166 1.666227 -0.88 -0.69 -0.68
H -3.303534 5.468880 -1.615380 -0.05 -0.62 -0.39
H -2.135997 4.247085 -0.920213 -0.43 -0.34 -0.38
H -2.452462 5.756551 -0.206632 -0.56 -0.15 0.97
H -4.870104 4.518365 2.304830 0.07 0.43 0.18
H -4.031501 5.891083 1.404062 -0.24 -0.02 0.49
H -3.098771 4.508426 2.099530 0.02 -0.05 -0.35

=====

21
Properties=species:S:1:pos:R:3:forces:R:3 method="wB97M-V/def2-TZVPD" lumo_ev=0.67 gap_ev=9.327 smiles="C[C@@H](C=O)N(C)C.O" de_lowest_ev=2.3597
C -0.231629 -0.584508 1.337762 0.75 0.82 -0.81
C 0.400431 0.191899 0.130274 0.21 -1.81 -0.02
C 1.942286 0.219901 0.267794 -1.83 1.18 1.33
O 2.325723 0.577383 1.353547 1.30 -0.29 -0.46
N 0.067810 -0.436575 -1.126525 -0.34 0.18 -0.06
C 0.241285 -1.872960 -1.185845 1.71 0.76 -0.57
C -1.106700 0.071828 -1.786366 -1.09 0.18 0.11
H 0.058390 -0.127430 2.282141 -0.39 0.11 -0.01
H 0.154909 -1.594277 1.347693 0.03 -0.28 0.01
H -1.295272 -0.605336 1.130770 -0.27 -0.07 0.54
H 0.001213 1.207217 0.116281 0.50 0.20 -0.04
H 2.568075 0.005854 -0.621076 0.03 -0.08 0.22
H 0.403333 -2.042688 -2.253928 -0.17 -0.80 0.23
H 1.146868 -2.162001 -0.632240 0.22 0.29 -0.42
H -0.464859 -2.524987 -0.730327 -1.47 -0.32 0.10
H -2.109243 -0.071590 -1.233547 1.26 0.20 -0.49
H -1.238057 -0.432340 -2.751671 0.10 0.11 0.15
H -0.948204 1.149386 -1.996409 -0.31 -0.49 0.15
O -2.554849 1.768620 0.951553 1.12 -0.24 -0.32
H -2.109298 2.081690 1.748481 -0.31 0.08 0.12
H -1.785223 1.423360 0.447186 -1.03 0.28 0.23

=====

7
Properties=species:S:1:pos:R:3:forces:R:3 method="wB97M-V/def2-TZVPD" charge=-1 lumo_ev="3.97 / 3.97" gap_ev="8.794 / 8.797" de_lowest_ev=0.0029
N -1.180090 0.454849 -0.542208 -2.10 1.76 1.32
O 1.112990 -1.152749 -0.980989 0.29 -0.15 0.90
O -1.753118 1.197863 0.167431 1.42 -1.13 -1.47
O 1.037758 -0.401912 1.500778 -0.22 -0.69 -1.52
F -1.555897 -1.025939 0.014621 -0.28 -0.42 -0.07
F 2.070037 0.989280 -0.192259 -0.84 -0.45 -0.16
S 0.798651 -0.202524 0.064567 1.73 1.07 1.00